C6H10Cl2O | wB97M-V/def2-TZVPD

Computed properties:
HOMO energy: -10.29 eV
maximum force: 6.36 eV/A
multiplicity: 1
electronic energy: -1230.08311 a.u.
SMILES string: CC(C)(C)C(=O)C(Cl)Cl
net charge: 0
orbital gap: 9.83 eV
relative energy (zero: lowest compared OMol25 entry of this formula, charge and spin): 402.3 kJ/mol

XYZ file:
```
19
Properties=species:S:1:pos:R:3:forces:R:3:nbo_charge:R:1
C 1.28482 1.05853 -0.42200 2.48 -0.62 0.13 -0.59
C 0.05844 0.08272 0.22762 3.57 3.50 1.69 -0.23
C 0.80368 -1.02892 1.07876 0.30 1.43 -0.85 -0.63
C -0.51036 1.11673 1.19013 -3.34 2.84 1.64 -0.64
C -0.99837 -0.05319 -0.83206 0.53 4.84 -1.79 0.54
C -1.21885 -1.45552 -1.24803 -0.50 -1.32 0.14 -0.30
H 0.86088 1.76797 -1.15130 0.11 -0.40 0.37 0.23
H 2.11571 0.39788 -0.97464 -1.95 1.30 1.10 0.21
H 1.96256 1.75743 0.39282 -2.30 -2.32 -1.93 0.22
H 1.83241 -0.44061 1.41780 -2.62 -2.09 -0.84 0.24
H 0.15954 -1.20632 2.01308 1.15 -0.43 -1.49 0.23
H 0.96140 -1.87833 0.31938 0.32 0.74 1.94 0.22
H 0.27214 1.93977 1.68334 -2.15 -2.40 -1.47 0.23
H -1.39667 1.69997 0.38189 2.88 -1.02 3.43 0.27
H -1.11033 0.61250 2.13705 1.36 1.22 -2.40 0.20
H -1.11418 -2.24763 -0.36125 -0.32 1.82 -2.19 0.27
O -1.40269 1.04507 -1.40229 0.82 -6.00 1.95 -0.54
Cl 0.22673 -1.61749 -2.37937 -0.85 -0.51 0.45 0.00
Cl -2.78686 -1.55054 -2.07094 0.50 -0.58 0.13 0.04
```
Positions in Å, forces in eV/Å.